Record 1
Entry from the Open Molecules 2025 dataset: CH2BrO3S as an isolated structure in a non-equilibrium geometry (ωB97M-V/def2-TZVPD).

* Kohn-Sham gap: 8.11 eV
* DFT total energy: -88089.8209 eV
* energy above the lowest of the compared OMol25 structures with the same formula, charge and spin: 1.5766 eV

ORCA input file:
```
! RIJCOSX wB97M-V def2-TZVPD def2/J DEFGRID3
* xyz -1 1
C -0.02936 -0.52419 -0.96645
O -0.47968 2.11883 0.37099
O -1.07222 0.09163 1.56599
O 1.34492 0.62667 1.34618
S -0.05958 0.79825 0.87140
Br 0.72004 -1.89823 0.10402
H -0.97906 -0.78248 -1.44238
H 0.55493 -0.43048 -1.84975
*
```

---

Record 2
Entry from the Open Molecules 2025 dataset: C25H33MnN3O3 as an isolated structure in a non-equilibrium geometry (ωB97M-V/def2-TZVPD).

* Kohn-Sham gap (spin up / spin down): 6.24 / 7.30 eV
* DFT total energy: -68390.4734 eV
* energy above the lowest of the compared OMol25 structures with the same formula, charge and spin: 1.2475 eV

ORCA input file:
```
! RIJCOSX wB97M-V def2-TZVPD def2/J DEFGRID3
* xyz 1 5
Mn 0.14343 0.65296 -0.22215
C -3.48094 0.09641 1.59298
C -2.56497 0.74033 2.59709
C -3.09722 1.48929 3.64096
C -2.27304 2.10772 4.56468
C -0.89649 1.99263 4.45398
C -0.31902 1.25975 3.42474
C 1.17211 1.15509 3.30555
C -1.17590 0.63520 2.52224
N -0.63037 -0.13464 1.43180
C -0.58221 -1.42579 1.50321
C -0.89661 -2.24131 2.71174
C -0.16446 -2.09474 0.23867
C -0.14254 -3.58145 0.15813
N 0.10887 -1.28275 -0.73028
C 0.49854 -1.76362 -2.02797
C 1.76927 -2.29841 -2.22158
C 2.76974 -2.46066 -1.11200
C 2.10143 -2.71118 -3.50996
C 1.19710 -2.60150 -4.55031
C -0.06611 -2.07392 -4.32270
C -0.43811 -1.64025 -3.05865
C -1.81632 -1.10380 -2.80091
H -4.38274 0.69365 1.47560
H -3.79539 -0.89811 1.91596
H -3.01858 0.00134 0.61050
H -4.17144 1.59175 3.71770
H -2.70312 2.68342 5.37213
H -0.25262 2.47769 5.17507
H 1.64825 1.45758 4.23554
H 1.54099 1.80605 2.51213
H 1.49967 0.14039 3.07369
H -1.09954 -1.60957 3.57137
H -0.05843 -2.90247 2.93597
H -1.76320 -2.87809 2.53048
H -1.09369 -3.98505 0.50487
H 0.63117 -3.98328 0.81411
H 0.04463 -3.92095 -0.85633
H 2.55541 -1.82556 -0.25360
H 3.76968 -2.21353 -1.46587
H 2.80273 -3.49602 -0.76903
H 3.08461 -3.12587 -3.68804
H 1.47347 -2.93043 -5.54213
H -0.77599 -1.99585 -5.13562
H -2.34345 -0.94498 -3.73915
H -1.79209 -0.14926 -2.27026
H -2.40639 -1.80351 -2.20458
N 1.70470 2.17926 -3.56932
C 1.49513 1.53939 -2.43200
O 0.32818 1.18236 -2.12482
C 2.65392 1.14154 -1.55638
C 2.20289 0.98609 -0.10818
H 0.91586 2.47372 -4.12249
H 2.61710 2.53961 -3.79191
H 3.47882 1.84818 -1.68801
H 2.98879 0.18024 -1.96625
H 2.27215 1.94336 0.40988
H 2.77831 0.23622 0.43898
C -0.96857 4.63179 0.19585
C -0.05068 3.50250 -0.19100
O 1.00698 3.66125 -0.76433
O -0.48641 2.32512 0.22764
H -0.76291 5.49997 -0.42313
H -0.77403 4.89143 1.23710
H -2.01037 4.33328 0.11858
*
```

---

Record 3
Entry from the Open Molecules 2025 dataset: a 2-piece molecular cluster, C5H10FIO overall in a non-equilibrium geometry (ωB97M-V/def2-TZVPD).

* Kohn-Sham gap (spin up / spin down): 8.19 / 8.26 eV
* DFT total energy: -18207.7695 eV
* energy above the lowest of the compared OMol25 structures with the same formula, charge and spin: 3.1926 eV

ORCA input file:
```
! RIJCOSX wB97M-V def2-TZVPD def2/J DEFGRID3
* xyz 0 1
C -1.53074 -1.88333 -0.88133
C 1.61815 2.92507 -1.05960
C -1.20320 -1.48549 0.53255
C -0.80805 -0.04364 0.79122
C 1.47161 0.59655 0.49239
O 0.28902 0.37426 -0.06133
F 1.37381 0.91873 1.86581
I 3.16121 -0.71313 0.20556
H -1.36453 -2.98223 -0.95142
H -2.58362 -1.78494 -0.93537
H -0.86355 -1.37222 -1.40204
H 0.60440 3.12110 -0.75408
H 2.42212 3.50530 -0.62517
H 1.79415 2.10114 -1.75964
H -0.25411 -2.00473 0.80646
H -1.88120 -1.92149 1.28093
H -1.78157 0.58220 0.65688
H -0.46392 0.06686 1.79819
*
```

---

Record 4
Entry from the Open Molecules 2025 dataset: the molecule C9H13NO2S in a non-equilibrium geometry (ωB97M-V/def2-TZVPD).

* Kohn-Sham gap: 9.18 eV
* DFT total energy: -25962.0762 eV
* energy above the lowest of the compared OMol25 structures with the same formula, charge and spin: 2.6242 eV

ORCA input file:
```
! RIJCOSX wB97M-V def2-TZVPD def2/J DEFGRID3
* xyz 0 1
C -2.18767 1.54852 -2.56062
C -0.30428 0.85616 -1.44740
C 0.61971 1.52739 -0.68871
C 1.00263 -0.18522 0.74071
C 1.73372 -0.68564 1.97781
C 0.25896 0.68142 3.80330
C 0.26621 -1.09690 -0.10530
C -0.43306 -0.50937 -1.18842
C -0.68776 -1.30341 -3.29675
H -2.45355 2.35978 -1.75624
H -2.66180 0.57397 -2.27326
H -2.47165 1.95015 -3.51142
H 0.90777 2.59453 -1.01531
H 2.18460 -1.64143 1.77144
H 2.37854 0.06967 2.30167
H 1.22415 1.10547 4.13154
H -0.28508 1.35532 3.07138
H -0.32684 0.71928 4.64723
H 0.21532 -2.14338 0.05428
H -1.30035 -2.02894 -3.86953
H -0.67916 -0.30419 -3.58474
H 0.36584 -1.58116 -3.26728
N 1.22093 1.05052 0.47201
O -0.78445 1.41683 -2.58025
O -1.14564 -1.30493 -1.96999
S 0.51160 -1.01722 3.31190
*
```